Entry from the OMol25 dataset: the molecule C3H8N2OS (the ωB97M-V functional and the def2-TZVPD basis).

Computed properties:
* charge: 0
* energy above the lowest of the compared OMol25 structures with the same formula, charge and spin: 1.7933 eV
* F_max: 3.97 eV/A
* LUMO energy: 0.82 eV
* structure (SMILES): NC(=O)[C@H](N)CS
* HOMO: -8.9 eV

```
15
C3H8N2OS the ωB97M-V functional and the def2-TZVPD basis
S 0.504 0.028 2.530
O -1.173 -0.282 -2.269
N 1.114 -1.104 -0.759
N -0.586 1.764 -1.800
C 0.172 -0.121 -0.233
C -0.631 0.428 -1.440
C -0.305 -0.703 1.158
H 0.869 -1.687 -1.570
H 0.690 0.843 -0.054
H -0.415 -1.865 1.223
H -1.150 2.011 -2.561
H 0.140 2.400 -1.588
H 2.070 -0.883 -0.736
H -1.324 -0.244 1.257
H 1.331 -1.008 2.697
```